# 1
Computed, not measured: C33H51BrN5O4PS2Sr as an isolated structure, with ωB97M-V/def2-TZVPD.

Calculated values
Total energy   -152527.6685 eV
E_HOMO   -6.5 eV
Maximum force   0.723 eV/A
Energy relative to the best compared isomer or geometry (same formula, charge and spin)   0.612 eV

Structure (XYZ):
```
98
Properties=species:S:1:pos:R:3:forces:R:3
Sr 0.59785 -0.39988 0.15137 0.41 0.52 -0.12
O 0.77541 -2.66021 -0.63264 -0.04 -0.34 0.01
N 1.93597 -3.26761 -0.46674 0.26 -0.20 0.03
C 2.35180 -4.07939 -1.46380 -0.13 0.05 -0.10
C 3.53584 -4.75744 -1.42322 0.02 0.00 0.01
C 4.35394 -4.58473 -0.30521 0.00 0.04 0.05
C 3.93401 -3.75560 0.70084 -0.01 -0.05 -0.05
C 2.70012 -3.07322 0.65472 -0.05 -0.07 -0.19
S 2.17555 -2.09138 1.94612 -0.07 0.10 0.35
H 1.65632 -4.13094 -2.28669 0.01 0.01 0.00
H 3.81452 -5.39400 -2.24964 0.00 0.00 -0.01
H 5.30707 -5.09113 -0.23131 0.00 -0.01 -0.01
H 4.53935 -3.59168 1.57961 -0.01 0.01 0.02
O 2.98793 5.22910 3.22380 0.00 0.09 -0.01
C 2.58276 4.11814 2.57973 -0.05 -0.19 -0.08
C 2.86203 2.83083 3.02939 0.06 0.02 0.07
C 2.39396 1.76129 2.29513 0.01 0.12 -0.04
N 1.68130 1.90501 1.17316 -0.08 -0.09 -0.11
C 1.44099 3.13436 0.75989 0.10 -0.10 0.19
Br 0.44580 3.31483 -0.84542 -0.03 0.01 0.01
C 1.85320 4.27924 1.40711 0.04 0.16 0.04
H 3.49496 4.99582 4.00895 0.00 -0.03 0.00
H 3.43796 2.66666 3.93134 0.00 -0.02 0.00
H 2.59967 0.74008 2.59714 0.01 0.00 0.02
H 1.63099 5.26814 1.03582 -0.02 -0.02 -0.04
C -4.20038 -1.27642 3.62993 0.03 0.04 -0.04
C -2.89130 -1.03480 2.87879 0.17 0.08 -0.23
C -2.35285 -2.36531 2.32450 -0.05 0.10 0.04
C -1.83165 -0.57338 3.89052 -0.02 0.04 -0.02
P -2.90229 0.25556 1.44474 -0.58 0.13 0.42
N -1.65192 0.19215 0.56183 -0.09 -0.07 -0.28
C -3.08400 1.98674 2.28147 0.12 -0.13 -0.13
C -4.02057 2.12068 3.48345 0.05 0.00 -0.08
C -3.50088 3.00024 1.20683 0.02 -0.10 -0.01
C -1.66871 2.42320 2.68826 0.07 -0.06 0.03
C -4.51106 -0.05673 0.40181 0.12 0.01 0.02
C -4.35571 0.68927 -0.93248 0.07 0.06 0.04
C -5.86869 0.30070 1.01329 0.13 -0.08 0.00
C -4.53518 -1.54368 0.02073 0.04 0.04 0.09
H -4.00035 -1.95101 4.46825 -0.02 0.00 0.02
H -4.95750 -1.75182 3.01106 -0.05 -0.06 -0.08
H -4.62031 -0.35759 4.03613 -0.03 -0.04 0.02
H -2.08325 -3.01550 3.16169 0.00 0.02 0.00
H -1.45481 -2.19196 1.73236 0.02 -0.07 -0.02
H -3.07143 -2.90500 1.71515 -0.05 0.00 -0.07
H -1.62992 -1.38361 4.59632 -0.02 -0.03 -0.03
H -2.15427 0.28931 4.47093 0.06 -0.04 -0.01
H -0.89661 -0.33710 3.37853 0.02 0.02 0.08
H -5.03923 1.81599 3.25513 -0.12 -0.01 -0.04
H -4.04771 3.17277 3.78513 -0.03 0.00 0.02
H -3.68146 1.54542 4.34357 -0.01 0.04 -0.01
H -4.54760 2.91568 0.93102 -0.13 -0.04 -0.07
H -2.87796 2.88210 0.31788 -0.03 0.03 -0.03
H -3.35075 4.01349 1.59188 0.01 -0.02 0.02
H -1.27644 1.87627 3.54207 0.01 0.03 -0.01
H -1.68388 3.48568 2.95159 -0.01 0.00 -0.01
H -0.99323 2.27158 1.84599 0.02 0.04 0.02
H -4.60145 1.74404 -0.86139 -0.01 0.11 0.02
H -5.02540 0.24315 -1.67676 -0.02 0.02 0.02
H -3.32296 0.60726 -1.27586 0.02 0.00 -0.02
H -5.98818 1.36847 1.17314 0.02 0.13 0.02
H -6.04152 -0.20462 1.96111 -0.03 -0.02 0.03
H -6.65557 -0.01512 0.31938 -0.04 0.02 0.04
H -3.56197 -1.86182 -0.35607 0.00 -0.08 0.05
H -5.28148 -1.70426 -0.76457 -0.01 0.02 0.01
H -4.80760 -2.17911 0.85738 0.01 -0.09 0.09
O 9.61328 -0.47372 -2.55327 0.03 -0.02 -0.04
C 8.75072 0.54500 -2.81636 0.18 0.11 0.10
O 9.19919 1.59783 -3.18658 -0.08 -0.06 -0.03
C 7.31224 0.27693 -2.59280 -0.20 -0.08 -0.01
C 6.76864 -1.00597 -2.48862 0.08 0.02 -0.01
C 5.41631 -1.19118 -2.28732 -0.06 0.12 -0.01
C 4.53555 -0.09809 -2.17804 0.35 -0.08 0.12
S 2.84696 -0.37374 -1.92234 -0.39 0.03 -0.15
C 5.09345 1.18785 -2.28354 -0.07 -0.12 0.01
C 6.44492 1.36429 -2.49411 0.13 0.10 -0.03
H 9.14061 -1.21108 -2.15256 -0.05 0.01 0.00
H 7.39535 -1.88654 -2.59782 -0.03 -0.02 0.00
H 5.00380 -2.18895 -2.21092 0.02 -0.02 0.00
H 4.43652 2.04393 -2.19611 0.00 0.01 -0.01
H 6.86947 2.35641 -2.58381 -0.04 0.01 0.01
N -1.41009 -0.97196 -4.78826 -0.04 -0.04 -0.10
C -0.83686 0.41518 -4.76125 0.20 0.26 0.13
C 0.05826 0.52687 -3.53049 -0.16 0.03 0.03
N -0.62079 0.17045 -2.30265 0.04 -0.13 -0.10
C -1.31996 -1.10281 -2.34871 0.03 0.09 0.07
C -2.22885 -1.24462 -3.55616 -0.07 -0.05 0.30
H -0.62951 -1.63459 -4.80278 -0.02 -0.01 -0.04
H -1.96338 -1.11677 -5.63082 0.03 -0.04 0.00
H -1.67776 1.10825 -4.72264 -0.05 -0.07 -0.02
H -0.27338 0.57273 -5.68027 -0.04 -0.05 -0.02
H 0.44101 1.54344 -3.45669 0.05 -0.01 -0.01
H 0.93962 -0.11547 -3.64391 0.03 0.01 -0.01
H -1.18729 0.90163 -1.88360 -0.02 -0.03 0.09
H -1.91154 -1.16961 -1.43214 0.03 -0.04 0.02
H -0.58629 -1.91917 -2.32152 0.00 -0.01 -0.06
H -3.03832 -0.51430 -3.53572 0.02 0.01 -0.08
H -2.64312 -2.24940 -3.63233 0.01 0.01 -0.07
```
Forces are in eV/Å.

# 2
Computed, not measured: C20H21BrF4GdN5O4S2 as an isolated structure at a distorted geometry, with ωB97M-V/def2-TZVPD.

Calculated values
Multiplicity   8
Total energy   -160135.0066 eV
E_HOMO (spin up / spin down)   -4.6 / -5.4 eV
Maximum force   5.366 eV/A
Energy relative to the best compared isomer or geometry (same formula, charge and spin)   6.099 eV

Structure (XYZ):
```
58
Properties=species:S:1:pos:R:3:forces:R:3
Gd 0.67941 -0.45368 -0.28456 -2.44 4.58 1.36
C 2.18764 -0.85064 2.54327 0.07 0.11 -0.12
N 2.53604 0.25306 1.63741 0.51 0.01 0.31
C 3.95346 0.13705 1.27500 -0.18 -0.01 0.08
C 2.26354 1.55201 2.28880 -0.23 0.13 -0.18
C 1.26989 2.40001 1.49312 -0.29 -0.28 0.04
N 0.20527 1.51533 1.04768 0.11 0.46 0.18
C -1.05758 1.98032 1.03940 0.03 0.13 0.17
C -2.08849 1.02686 1.18635 0.16 0.06 -0.05
F -1.66031 -0.24333 1.38823 -0.38 -0.25 0.33
C -3.42577 1.31923 1.15597 0.25 0.27 -0.02
F -4.32621 0.33286 1.27745 -0.16 -0.26 0.05
C -3.85122 2.62807 1.01942 -0.12 0.17 -0.02
C -2.87198 3.60053 0.90880 -0.08 -0.29 0.01
F -3.24735 4.87878 0.75936 -0.03 0.22 -0.03
C -1.52447 3.30755 0.91163 -0.11 -0.26 -0.03
F -0.65252 4.31429 0.70611 0.18 0.16 -0.03
H 2.79044 -0.81516 3.46034 0.00 0.01 0.06
H 2.36370 -1.80520 2.05039 0.02 -0.01 0.01
H 1.13307 -0.78544 2.81766 0.00 0.02 -0.05
H 4.25014 0.99316 0.66988 0.03 -0.01 -0.02
H 4.11241 -0.76690 0.69166 0.03 0.00 0.02
H 4.58949 0.10513 2.16993 0.07 0.04 0.01
H 3.19364 2.10639 2.43892 0.07 -0.01 0.07
H 1.82473 1.37384 3.27231 0.04 -0.04 0.03
H 1.76027 2.91956 0.66365 0.10 0.10 0.01
H 0.88775 3.17243 2.16340 0.09 0.16 0.02
H -4.89846 2.88810 0.99760 0.00 -0.02 0.00
O -5.26303 -3.47910 -1.85021 -0.06 0.10 -0.12
C -4.09881 -2.94262 -1.44582 0.24 0.15 0.05
C -3.27856 -3.52890 -0.48566 -0.12 -0.10 0.09
C -2.10062 -2.89952 -0.13934 -0.07 -0.18 -0.02
N -1.70614 -1.75338 -0.69127 -0.14 -0.29 -0.36
C -2.50419 -1.22344 -1.59473 0.36 0.41 0.01
Br -1.81644 0.41492 -2.30628 -0.43 0.00 -0.21
C -3.69781 -1.74164 -2.02893 -0.30 -0.12 -0.06
H -5.44226 -4.29696 -1.37747 0.01 -0.09 0.08
H -3.56243 -4.46386 -0.01859 0.04 0.01 0.03
H -1.42329 -3.32752 0.58789 0.00 -0.02 0.02
H -4.31150 -1.26291 -2.77733 0.05 0.05 0.01
N 4.38530 2.61356 -4.93524 0.04 0.02 -0.11
C 3.53332 2.10379 -4.01217 -0.15 -0.04 0.33
C 2.47950 1.25340 -4.36570 0.02 -0.06 -0.27
C 1.63689 0.76559 -3.39556 0.29 0.31 0.28
N 1.74892 1.05554 -2.09032 0.24 0.26 -0.60
C 2.76534 1.86066 -1.75804 -0.15 -0.09 0.07
C 3.66006 2.40183 -2.64869 0.12 0.04 -0.24
H 4.29149 2.37756 -5.90467 0.03 0.01 0.00
H 5.14764 3.20279 -4.66033 0.01 0.00 -0.01
H 2.32873 0.96406 -5.39827 0.00 0.02 -0.01
H 0.83481 0.10030 -3.67536 -0.15 0.01 -0.05
H 2.87109 2.08005 -0.70462 -0.03 0.00 0.00
H 4.45655 3.04566 -2.29781 -0.01 0.00 0.03
O 2.49058 -3.92977 -1.14498 -0.44 0.18 -0.49
S 1.77898 -2.69419 -1.02839 2.64 -1.01 3.13
O 2.63603 -1.46940 -0.94324 0.38 -1.65 -1.31
O 0.92168 -2.59100 0.21122 0.39 -2.57 -1.24
S 0.54680 -2.29378 -2.53496 -0.53 -0.54 -1.23
```
Forces are in eV/Å.

# 3
Computed, not measured: CH10NOSn as an isolated structure at a distorted geometry, with ωB97M-V/def2-TZVPD.

Calculated values
Total energy   -10557.2173 eV
E_HOMO   -13.3 eV
Net charge   +1
Maximum force   4.626 eV/A
Energy relative to the best compared isomer or geometry (same formula, charge and spin)   2.400 eV

Structure (XYZ):
```
14
Properties=species:S:1:pos:R:3:forces:R:3
C 0.13616 -0.88483 -1.84377 -1.54 -2.31 -1.65
Sn 0.00000 0.00000 0.00000 -0.49 -2.80 -3.28
N -0.28189 -2.05047 0.91889 -0.45 -0.93 0.96
H 0.12830 1.37934 -0.71179 -1.41 3.96 -0.54
H 1.50972 0.19843 -0.10848 4.46 -0.11 1.21
H 0.62627 -0.24281 -2.58982 -0.19 0.09 0.60
H -0.91586 -1.06148 -2.14845 0.75 -0.25 -0.53
H 0.67503 -1.84749 -1.78468 -0.33 0.35 -0.22
H -1.17459 -2.21877 1.40463 0.41 0.03 -0.17
H 0.45552 -2.27915 1.59967 -0.31 0.10 -0.26
H -0.21916 -2.77422 0.18874 -0.01 0.51 0.17
O -0.35429 0.61438 1.85058 -0.41 2.02 3.13
H 0.53287 0.87270 2.20635 -0.76 -0.13 0.07
H -0.84857 1.46566 1.74429 0.28 -0.54 0.52
```
Forces are in eV/Å.

# 4
Computed, not measured: C22H22N2O5 as an isolated structure at a distorted geometry, with ωB97M-V/def2-TZVPD.

Calculated values
Total energy   -36372.5371 eV
E_HOMO   -8.6 eV
Maximum force   19.331 eV/A
Energy relative to the best compared isomer or geometry (same formula, charge and spin)   18.105 eV

Structure (XYZ):
```
51
Properties=species:S:1:pos:R:3:forces:R:3
C 8.23979 3.20304 0.11643 -1.25 0.53 -2.34
C 7.14795 3.01120 1.21814 6.37 5.13 1.52
H 7.62691 2.38285 1.93478 -0.13 -0.35 0.92
H 6.87685 4.04399 1.59841 0.88 -1.07 0.16
O 6.05028 2.49453 0.82426 8.92 -15.78 6.71
C 5.20950 2.99315 0.29500 -13.55 4.63 -8.40
O 5.27341 4.15117 0.20533 -2.21 7.46 -2.19
C 4.04308 2.12273 -0.29292 2.98 2.39 2.25
C 2.95797 2.67811 -0.88073 -4.65 -1.81 -0.54
C 1.82508 1.83797 -1.15130 3.51 -1.49 -0.55
C 2.03532 0.31618 -1.09707 -1.28 8.31 0.19
C 3.13568 -0.08762 -0.50704 0.83 0.17 1.61
C 3.99857 0.85832 0.06959 4.39 -7.18 -0.36
H 4.98066 0.14720 0.45390 -2.54 2.97 -0.36
H 3.04583 -1.09761 -0.28116 1.09 -1.82 0.68
N 0.92682 -0.35320 -1.27560 -8.68 1.19 -3.68
C 0.55884 -1.59430 -1.13175 4.13 -6.53 -0.98
O 1.41430 -2.47986 -0.72262 -3.34 2.45 -0.78
C -0.82433 -2.13103 -2.00575 4.94 -0.37 4.58
O -1.60139 -1.09281 -1.85399 -3.72 5.47 -2.82
C -2.42953 -0.80668 -0.82319 -0.10 -4.48 0.21
C -2.03650 -0.01138 0.16406 -0.36 3.15 -0.19
C -2.95694 0.16333 1.28260 2.71 3.77 2.37
O -2.70055 1.04944 2.21273 -1.18 -3.42 -3.69
N -4.02078 -0.64164 1.24650 -1.59 1.71 9.05
C -4.36380 -1.71722 0.61639 2.46 -1.05 -5.18
C -5.39760 -2.46312 0.97222 2.06 -5.18 -9.04
C -5.63554 -3.65337 -0.22397 -1.95 5.36 9.92
C -4.81018 -3.66631 -1.16928 -4.27 -7.96 -6.34
C -3.88817 -2.81353 -1.41528 6.86 2.61 -8.13
C -3.52824 -1.84921 -0.66274 -0.43 4.41 5.83
H -3.32096 -2.71666 -2.48800 -1.49 -1.08 2.40
H -5.17281 -4.45030 -2.01796 1.47 1.69 1.69
H -6.46679 -4.12816 0.17139 -1.34 -1.84 -0.67
H -5.92770 -2.47632 1.78267 -3.00 0.07 4.18
C -4.73216 -0.70681 2.65464 0.99 5.51 3.80
C -6.13547 0.31747 2.41087 1.84 -8.00 8.37
H -6.52032 0.12974 3.64825 0.40 1.28 -4.06
H -5.81100 1.18725 2.14480 1.48 5.23 -1.56
H -6.52403 -0.38941 1.78511 -2.29 -0.68 -1.93
H -4.97841 -1.59668 3.38307 0.58 0.82 -2.85
H -3.90804 -0.09756 3.55952 -2.54 -1.59 -3.36
H -1.33461 0.87089 0.03772 -0.36 -1.75 0.27
H -1.09073 -2.83880 -1.22706 -0.13 -1.54 -1.14
H -0.47485 -2.29771 -3.03038 -0.55 -0.50 0.43
H -0.09365 0.18842 -1.76749 4.26 -1.56 1.80
H 0.91393 2.26913 -1.53619 -0.21 -0.08 0.03
H 2.75976 3.70232 -0.81585 0.22 1.60 -0.45
H 9.10578 3.80741 0.27135 0.82 -0.05 1.61
H 7.93426 3.83752 -0.74144 -1.04 -0.32 0.38
H 8.54568 2.30890 -0.42714 0.02 -0.45 0.61
```
Forces are in eV/Å.

Q: Which formula does entry 1 have?
A: C33H51BrN5O4PS2Sr